Below is C12H24N6O6V as an isolated structure at a distorted geometry, with properties calculated with ωB97M-V/def2-TZVPD.

The calculation puts the HOMO energy (spin up / spin down) at -6.548 / -6.712 eV. As for the lowest unoccupied orbital energy (spin up / spin down): 0.007 / -0.007 hartree. The spin multiplicity is 4. The calculation puts the strongest force on any atom at 3.093 eV/Å. Its energy above the lowest of the compared OMol25 structures with the same formula, charge and spin is 48.35 kJ/mol.

```
49
Properties=species:S:1:pos:R:3:forces:R:3
O -0.465 0.397 -3.263 -0.81 0.21 -0.28
H -0.843 0.151 -4.122 0.27 0.03 0.47
V 0.131 -0.141 0.115 0.48 -0.32 1.02
N -0.215 1.622 0.887 1.63 2.37 -0.95
N 1.289 0.901 -1.063 2.05 2.24 -0.59
N -1.354 -0.873 1.151 -2.02 -1.86 -0.30
N -0.393 -1.594 -1.039 -0.15 -1.12 -0.41
O -1.109 2.008 1.792 -0.33 -0.51 0.82
O -2.014 -0.259 2.168 0.66 0.01 0.06
O 0.288 -2.017 -2.194 -0.10 0.15 0.10
O 2.027 0.424 -2.013 -0.69 0.47 0.74
C 1.505 2.178 -0.598 0.56 -1.95 -1.42
C 0.778 2.509 0.567 -2.29 -1.72 0.94
C -1.778 -2.103 0.755 0.12 1.75 0.65
C -1.298 -2.469 -0.534 1.29 0.67 -0.35
C 1.007 3.685 1.448 0.14 0.61 -0.27
H 1.435 3.381 2.418 -0.27 -0.02 -0.32
H 0.074 4.227 1.649 0.21 -0.26 -0.02
H 1.716 4.362 0.964 -0.11 -0.04 0.24
C 2.453 3.062 -1.324 0.18 0.18 0.09
H 2.186 3.051 -2.387 0.19 -0.03 0.13
H 3.491 2.713 -1.228 -0.19 0.06 -0.14
H 2.392 4.091 -0.954 0.06 -0.21 -0.14
C -2.673 -2.930 1.613 -0.45 -0.25 -0.07
C -1.705 -3.692 -1.266 -0.17 -0.42 -0.05
H -3.252 -2.303 2.299 0.19 -0.08 -0.21
H -2.093 -3.645 2.219 -0.05 0.23 -0.15
H -3.365 -3.524 1.006 0.08 0.10 0.10
H -1.279 -3.716 -2.272 -0.05 0.08 0.27
H -2.799 -3.729 -1.345 0.20 -0.09 0.03
H -1.375 -4.586 -0.724 -0.11 0.03 -0.13
H -1.634 0.794 2.075 -0.38 -0.12 0.23
H 0.748 -1.200 -2.532 -0.46 -0.33 0.54
C -1.539 0.981 -2.491 -0.06 0.08 -0.83
H -1.132 1.837 -1.940 -0.20 -0.20 -0.10
H -1.981 0.257 -1.787 0.13 0.20 -0.24
H -2.316 1.322 -3.200 0.18 0.06 0.64
O -3.974 2.626 -0.598 -0.05 -0.58 0.39
H -4.443 1.788 -0.418 0.39 0.63 -0.07
H -3.327 2.702 0.125 -0.20 -0.11 -0.23
N 3.503 -1.082 2.546 0.01 -0.15 -0.24
C 3.628 -2.127 1.638 -0.55 0.36 -0.07
C 2.572 -2.010 0.783 -0.16 0.96 0.67
N 1.816 -0.893 1.155 0.79 0.00 0.58
C 2.405 -0.356 2.226 0.06 -0.85 -0.67
H 4.140 -0.873 3.303 -0.20 -0.09 -0.20
H 4.422 -2.850 1.651 0.08 0.09 0.18
H 2.278 -2.602 -0.065 0.08 -0.04 -0.07
H 2.072 0.503 2.804 0.01 -0.22 -0.34
```
Forces are in eV/Å.